# C24H42BrN3O8

3 unconnected molecules or ions with the total composition C24H42BrN3O8 in a non-equilibrium geometry (ωB97M-V/def2-TZVPD, OMol25).

LUMO level (alpha / beta)	-0.95 / -0.95	eV
orbital gap (alpha / beta)	7.66 / 7.89	eV
2S+1	3

The geometry in XYZ format:
```
78
C24H42BrN3O8 (ωB97M-V/def2-TZVPD)
O -2.11180 6.37169 3.61054
N -2.03952 5.24879 3.84332
O -3.03957 4.49877 3.07744
C -2.50125 3.98844 1.91081
O -2.15246 4.91783 0.89965
C -3.20174 4.91547 0.01244
O -3.71923 5.86129 -0.49683
O -3.57659 3.58705 -0.13622
C -3.51142 3.06098 1.16232
Br -2.47448 1.37308 0.90906
C -4.83203 2.73409 1.79788
C -5.70815 3.98697 1.80139
C -7.26813 3.66683 1.58936
O -6.22336 4.34805 0.63158
H -1.57983 3.44224 2.07826
H -4.75339 2.49751 2.85305
H -5.38852 2.00482 1.22902
H -5.46704 4.76836 2.50047
H -7.45427 4.32478 2.50253
H -8.05902 4.17910 1.03291
C 3.87515 2.86991 2.71041
C 2.42877 2.31082 2.59409
C 2.27237 1.01240 3.40066
C 2.82242 -0.23982 2.72423
C 2.28894 -0.35203 1.30026
C 2.57417 0.90284 0.47691
N 2.07725 2.13934 1.15258
O 0.79260 2.18032 1.02749
C 4.09096 0.97893 0.21532
C 1.95504 0.75223 -0.90722
C 1.55340 3.36085 3.27636
H 4.39991 2.90104 1.75985
H 3.87431 3.90364 3.05565
H 4.48265 2.29142 3.40802
H 1.20840 0.84141 3.59616
H 2.74123 1.13484 4.37877
H 3.91591 -0.23045 2.73294
H 2.52393 -1.12143 3.29481
H 2.72857 -1.22244 0.80927
H 1.21032 -0.53693 1.33733
H 4.34338 1.88876 -0.33215
H 4.40599 0.13013 -0.39145
H 4.69464 0.94470 1.11968
H 0.88385 0.55823 -0.86520
H 2.40868 -0.08994 -1.43009
H 2.11772 1.64517 -1.51348
H 1.55179 4.29948 2.71948
H 1.93940 3.56008 4.27598
H 0.52159 3.02912 3.39214
C -0.81090 -6.01157 -2.79570
C -0.40833 -4.78114 -1.93379
C -1.29815 -3.57000 -2.25161
C -0.93043 -2.81240 -3.52453
C 0.55850 -2.48340 -3.53319
C 1.42866 -3.72413 -3.34788
N 1.04427 -4.49292 -2.12651
O 1.48601 -3.85964 -1.08943
C 1.31706 -4.59327 -4.61564
C 2.89742 -3.31418 -3.29951
C -0.72420 -5.19602 -0.49813
H -0.02240 -6.34168 -3.46618
H -1.02061 -6.88051 -2.17245
H -1.70016 -5.81677 -3.39719
H -1.24327 -2.86149 -1.41855
H -2.34038 -3.88916 -2.30563
H -1.20786 -3.39129 -4.40992
H -1.50875 -1.88778 -3.57567
H 0.81437 -1.98533 -4.47073
H 0.76746 -1.76014 -2.73787
H 1.88882 -5.51591 -4.50284
H 1.72369 -4.05557 -5.47208
H 0.29466 -4.85403 -4.88007
H 3.10032 -2.58632 -2.51514
H 3.18539 -2.85413 -4.24429
H 3.54170 -4.18009 -3.13910
H -0.07740 -6.01037 -0.16896
H -1.75753 -5.53834 -0.44026
H -0.61950 -4.37121 0.20514
```

=====

# C24H42Cl5N4O4PRh

A molecular structure, C24H42Cl5N4O4PRh in a non-equilibrium geometry (ωB97M-V/def2-TZVPD, OMol25).

LUMO level (alpha / beta)	-2.20 / -5.05	eV
charge	+1
orbital gap (alpha / beta)	9.51 / 6.69	eV
2S+1	5

The geometry in XYZ format:
```
81
C24H42Cl5N4O4PRh (ωB97M-V/def2-TZVPD)
Rh -0.45276 -0.47497 0.37002
C 2.55567 1.60163 -0.13958
C 1.98380 1.55404 1.27549
N 0.52760 1.46096 1.32967
C -0.17275 2.71445 1.07268
C -1.67073 2.43494 0.94215
N -1.90669 1.45283 -0.11615
C -1.90329 2.00887 -1.47424
C -0.63388 1.68634 -2.26377
C -0.66675 0.32347 -2.95106
N -0.73128 -0.76929 -1.98028
C 0.14079 -1.90542 -2.25054
C 1.59626 -1.48211 -2.03448
N 1.68906 -0.69208 -0.81441
C 2.82119 0.22852 -0.77866
H 3.51753 2.11637 -0.10569
H 1.91065 2.19047 -0.78917
H 2.30610 2.45182 1.81626
H 2.38140 0.68036 1.78966
H 0.28761 1.12521 2.26439
H 0.19342 3.15231 0.14085
H -0.00646 3.44042 1.88032
H -2.20134 3.37515 0.73464
H -2.05290 2.03470 1.88403
H -2.79893 0.99889 0.04553
H -2.00278 3.09757 -1.41311
H -2.75804 1.61541 -2.02370
H 0.21849 1.68668 -1.58908
H -0.49330 2.44868 -3.03103
H 0.23696 0.22724 -3.55714
H -1.53030 0.27926 -3.62333
H -1.69833 -1.08369 -1.94946
H 0.01031 -2.28021 -3.27555
H -0.11744 -2.70243 -1.54607
H 1.93960 -0.87594 -2.87838
H 2.22784 -2.37631 -1.98809
H 1.74805 -1.31521 -0.00349
H 3.14428 0.41799 -1.80884
H 3.65545 -0.23692 -0.24120
C -0.32485 -5.31430 0.10835
C 0.29300 -4.82586 1.42008
C -0.68028 -5.03915 2.57875
C 1.58815 -5.57421 1.71994
O 0.55197 -3.42020 1.22461
P 1.43102 -2.55526 2.26585
O 1.25300 -2.88550 3.69118
O 1.10733 -1.12806 1.82692
O 2.93799 -2.77039 1.69770
C 4.11905 -2.63835 2.50160
C 4.34312 -3.91183 3.31464
C 5.26475 -2.43781 1.50752
C 4.01984 -1.43922 3.44126
H -0.58452 -6.36460 0.19801
H 0.38167 -5.19994 -0.70982
H -1.22881 -4.75061 -0.11573
H -0.74599 -6.10225 2.80192
H -1.67065 -4.66143 2.33312
H -0.30798 -4.51854 3.45698
H 1.41683 -6.64747 1.70137
H 1.93371 -5.30130 2.71264
H 2.35462 -5.32374 0.99085
H 4.44979 -4.76981 2.65473
H 3.50058 -4.07617 3.98029
H 5.24410 -3.80688 3.91359
H 5.23169 -3.21105 0.74614
H 6.21590 -2.49194 2.02610
H 5.18892 -1.46662 1.02520
H 3.18998 -1.58142 4.12531
H 3.85958 -0.52453 2.87447
H 4.93789 -1.33854 4.01267
Cl -3.82639 -0.98461 -1.99948
C -3.65072 -1.68434 -0.42079
C -2.58511 -1.35854 0.41201
C -2.69785 -1.80411 1.72648
Cl -1.50749 -1.19238 2.81112
C -3.70365 -2.65330 2.17847
Cl -3.73514 -3.18594 3.80594
C -4.69437 -3.04826 1.27707
Cl -5.93888 -4.12035 1.76143
C -4.69049 -2.52298 -0.01512
Cl -5.97216 -2.90615 -1.09950
```

=====

# C24H42ClN6O3PdS4Si2Te

A molecular structure, C24H42ClN6O3PdS4Si2Te (ωB97M-V/def2-TZVPD, OMol25).

LUMO level (alpha / beta)	-2.23 / -5.51	eV
charge	+1
orbital gap (alpha / beta)	7.89 / 4.71	eV
2S+1	5

The geometry in XYZ format:
```
84
C24H42ClN6O3PdS4Si2Te (ωB97M-V/def2-TZVPD)
Pd 1.28526 -0.25899 0.02274
N 0.54224 7.63668 3.59129
C 0.52933 6.29528 3.34463
C 1.63269 5.67316 2.73964
C 1.63368 4.31537 2.51738
C 0.53317 3.55264 2.88772
C -0.57537 4.15472 3.47208
C -0.57529 5.51330 3.70742
S 0.51228 1.83456 2.64279
O 1.69252 1.23628 3.21989
O -0.77141 1.34610 3.09188
N 0.71183 1.59353 1.04633
C -0.14029 2.09391 0.11276
N -1.04059 3.04274 0.34549
C -1.78132 3.38768 -0.69801
C -1.66507 2.79821 -1.95325
C -0.71556 1.80462 -2.08145
N 0.05769 1.47703 -1.05486
H 1.26949 8.21351 3.21147
H -0.29413 8.09922 3.89575
H 2.48785 6.26919 2.44897
H 2.49022 3.84758 2.04808
H -1.43449 3.55322 3.72787
H -1.43558 5.98023 4.16918
H -2.51724 4.16444 -0.52365
H -2.29447 3.09060 -2.77894
H -0.56210 1.26100 -3.00592
C 0.96184 -6.35015 1.60838
Si 0.23315 -4.74924 0.99392
C 1.30137 -4.04811 -0.36624
C -1.51521 -4.99325 0.40292
C 0.18174 -3.62668 2.53736
Te -0.19328 -1.56571 2.40367
C -2.25328 -1.70068 2.78049
Si -2.72563 -1.78901 4.62249
C -3.92440 -0.40575 4.94784
C -3.47787 -3.46269 4.94377
C -1.19661 -1.55437 5.67643
H 0.94124 -7.10513 0.82120
H 0.42264 -6.75472 2.46450
H 2.00306 -6.20687 1.90358
H 1.36612 -4.79242 -1.16477
H 2.31711 -3.83918 -0.02824
H 0.87105 -3.14660 -0.80095
H -1.53523 -5.65870 -0.46150
H -1.95974 -4.04539 0.09626
H -2.14289 -5.43948 1.17638
H 1.12170 -3.72229 3.08412
H -0.62794 -3.98372 3.17919
H -2.58330 -2.56232 2.19745
H -2.67078 -0.80037 2.32705
H -4.83909 -0.52518 4.36531
H -3.47622 0.55147 4.67524
H -4.20062 -0.36150 6.00213
H -4.29917 -3.66622 4.25534
H -3.87282 -3.52779 5.95845
H -2.74071 -4.26026 4.82851
H -0.67914 -0.62138 5.44120
H -0.48875 -2.38154 5.57755
H -1.49237 -1.50591 6.72706
C 4.26945 0.25449 -4.17479
O 4.34037 0.82669 -2.84923
C 3.39468 0.55309 -1.99883
S 2.04935 -0.44698 -2.33513
S 3.37487 1.21535 -0.46974
H 5.05201 0.75275 -4.73613
H 3.29442 0.45918 -4.61376
H 4.45726 -0.81606 -4.11268
Cl -1.09395 -1.28240 -0.39298
C 5.63869 0.13818 2.03436
N 4.63532 -0.10657 3.04579
C 4.88141 0.25079 4.44250
C 3.55992 -0.13122 5.11848
N 2.97832 -1.03826 4.12824
C 3.54185 -0.84221 2.92965
S 3.01910 -1.58535 1.45756
H 5.93116 1.18672 2.07200
H 5.22757 -0.09386 1.05628
H 6.51634 -0.48608 2.21649
H 5.11149 1.31241 4.52197
H 5.73032 -0.32636 4.82040
H 2.90701 0.73332 5.24533
H 3.70729 -0.63494 6.07062
H 1.99345 -1.25823 4.16362
```

=====

In eV, the calculated total energy values for the records above are, in order, -116449.8865; -114625.1470; -123039.7032.